Entry 1:
C17H17Cl2NO2S | ωB97M-V with the def2-TZVPD basis set

```
40
Properties=species:S:1:pos:R:3:forces:R:3
O -0.568016 -1.763905 0.256861 -0.04 -0.36 0.13
C 0.228411 -0.894218 -0.023141 0.62 0.26 -0.09
C 1.736894 -1.155188 0.052080 -0.17 -0.44 0.11
O 2.459289 0.042436 -0.124761 0.09 0.10 -0.02
C 3.823804 -0.003327 -0.097601 0.24 0.13 -0.03
C 4.579178 -1.155737 0.084307 -0.38 0.02 -0.01
C 5.962375 -1.083517 0.092219 0.18 0.22 -0.03
C 6.593263 0.135090 -0.080091 -0.19 -0.13 0.02
Cl 8.320000 0.218400 -0.069301 0.22 0.01 0.00
C 5.849756 1.292410 -0.261447 -0.01 -0.11 0.01
C 4.473227 1.220050 -0.269745 -0.18 -0.17 0.02
N -0.097232 0.336831 -0.446793 0.14 0.40 -0.13
C -1.459937 0.804247 -0.529273 -0.20 -0.06 0.07
C -1.810755 1.700131 0.657461 -0.48 0.06 -0.21
S -3.474948 2.417948 0.489688 0.03 -0.01 0.16
C -4.493254 1.181795 1.390097 0.36 0.43 -0.17
C -4.372887 -0.187648 0.816682 -0.11 -0.09 0.01
C -3.642343 -1.169063 1.479394 -0.14 0.02 -0.07
C -3.482645 -2.432164 0.941073 -0.04 -0.05 -0.03
C -4.057571 -2.736443 -0.280230 0.03 -0.02 0.09
C -4.798476 -1.781698 -0.954653 -0.04 0.12 -0.04
C -4.952442 -0.519123 -0.407354 0.14 -0.21 0.12
Cl -5.879261 0.660193 -1.273611 -0.15 0.04 -0.11
H 1.948990 -1.609571 1.028419 -0.04 0.07 -0.13
H 1.983301 -1.886647 -0.729825 -0.03 0.09 0.09
H 4.109103 -2.116090 0.221171 -0.07 -0.08 0.01
H 6.546284 -1.979277 0.233051 0.07 -0.06 0.01
H 6.346920 2.239923 -0.394578 0.06 0.08 -0.01
H 3.877152 2.107970 -0.408679 -0.07 0.11 -0.02
H 0.651133 0.997806 -0.592665 0.00 -0.16 0.02
H -1.597980 1.361073 -1.460141 -0.04 -0.09 0.07
H -2.102319 -0.078734 -0.539506 0.03 0.16 -0.09
H -1.766705 1.145277 1.593308 0.15 -0.01 0.06
H -1.126388 2.548109 0.708045 0.04 -0.05 0.09
H -4.182919 1.205808 2.434495 -0.12 -0.09 0.00
H -5.507514 1.569489 1.298477 0.01 -0.01 0.10
H -3.190956 -0.933733 2.432308 0.05 0.06 0.09
H -2.897250 -3.168843 1.465958 0.09 -0.07 0.04
H -3.929856 -3.716652 -0.712244 0.01 -0.10 -0.05
H -5.255979 -2.007878 -1.905109 -0.05 0.00 -0.09
```
Positions in Å, forces in eV/Å.

Net charge: 0
Highest occupied orbital energy: -8.6 eV
Largest force on an atom: 0.68 eV Å⁻¹
LUMO energy: 0.51 eV
SMILES: O=C(COc1ccc(Cl)cc1)NCCSCc1ccccc1Cl
Energy relative to the best compared isomer or geometry (same formula, charge and spin): 3.4 kcal per mole
Frontier orbital gap: 9.146 eV


Entry 2:
C8H10CrF5NOTe | ωB97M-V with the def2-TZVPD basis set

```
27
Properties=species:S:1:pos:R:3:forces:R:3
C 1.259284 -1.515450 -1.763688 -0.56 -0.37 0.39
C -0.140370 -1.533903 -2.062226 0.55 -0.74 0.16
C -0.821109 -2.227311 -1.004977 0.79 -0.72 0.06
C 0.164400 -2.614767 -0.021756 0.54 -0.24 -1.31
C 1.451731 -2.128794 -0.478309 -0.77 -0.91 -0.34
Cr -0.004933 -0.439312 -0.036300 0.64 1.53 -0.19
C -0.903484 1.275375 -0.868413 0.60 -0.14 0.38
C 0.540266 1.682359 -1.047305 0.18 1.29 -1.99
C 1.078708 2.336271 -2.150371 -1.06 -0.54 0.96
N 1.234573 1.083184 -0.069089 0.12 -0.71 1.57
H -1.869195 -2.514231 -1.002969 0.25 0.27 0.12
H -0.594828 -1.193103 -2.995913 0.20 0.10 0.57
H -0.004212 -3.229533 0.861103 -0.04 0.50 -0.18
H 2.418704 -2.311893 0.011264 -0.66 0.28 -0.22
H 2.062504 -1.182755 -2.441751 -0.68 0.26 0.69
H -1.506838 1.222610 -1.772653 0.03 0.10 0.02
H 2.155866 1.378422 0.248599 -0.41 -0.17 -0.69
H -1.402778 1.788166 -0.032265 0.18 -0.14 -0.34
H 0.393826 2.852243 -2.816546 0.24 -0.08 -0.11
H 2.135005 2.261910 -2.374828 0.05 0.26 0.07
F -1.486692 1.902747 4.468345 0.21 -0.80 -0.62
Te -1.078033 0.667608 3.090362 0.55 -0.33 -2.18
F -2.629459 1.262781 2.185441 0.22 -0.10 0.84
F -0.176805 2.101865 2.228553 -0.57 -0.59 0.92
F 0.544161 0.278591 3.978598 -0.78 0.19 0.19
F -2.070746 -0.602975 4.092650 0.50 0.81 -0.18
O -0.749537 -0.600118 1.774443 -0.31 0.99 1.42
```
Positions in Å, forces in eV/Å.

Net charge: -1
Highest occupied orbital energy (spin up / spin down): -3.2 / -3.4 eV
Largest force on an atom: 2.37 eV Å⁻¹
2S+1: 4
Expectation value of S²: 3.819
LUMO energy (spin up / spin down): 2.06 / 2.02 eV
Frontier orbital gap (spin up / spin down): 5.297 / 5.389 eV


Entry 3:
C4H8N2O | ωB97M-V with the def2-TZVPD basis set

```
15
Properties=species:S:1:pos:R:3:forces:R:3
N 1.518704 1.812296 0.122407 0.68 0.49 -2.81
C 2.175394 0.524945 -0.087945 -0.54 0.64 0.10
C 1.693537 -0.690957 0.059576 -1.61 -1.12 0.09
O 1.155606 -1.744523 0.201036 2.11 1.40 0.04
H 1.509056 2.341614 -0.893578 -0.49 -1.79 3.41
H 0.591926 1.588497 0.445127 -0.55 0.47 -0.46
H 3.159905 0.682421 -0.410290 1.39 -0.50 -0.26
C -1.182673 -0.866901 -1.155326 -1.70 -0.54 1.11
N -0.797867 -0.157677 -0.155577 -1.20 -1.06 -2.67
C -1.609749 -0.218746 1.004507 -1.91 -0.98 0.54
H -0.655507 -0.839304 -2.121078 -0.07 -0.09 0.59
H -2.174211 -1.623072 -1.086122 2.48 2.06 -0.20
H -1.198854 -0.881426 1.748851 0.38 -0.93 0.00
H -1.480986 0.698191 1.571440 -1.01 0.62 -0.31
H -2.704282 -0.625356 0.756979 2.06 1.33 0.83
```
Positions in Å, forces in eV/Å.

Net charge: 0
Highest occupied orbital energy: -7.9 eV
Largest force on an atom: 3.88 eV Å⁻¹
LUMO energy: 0.83 eV
SMILES: NC=C=O.C=NC
Energy relative to the best compared isomer or geometry (same formula, charge and spin): 108.3 kcal per mole
Frontier orbital gap: 8.753 eV


Entry 4:
C4H11NS | ωB97M-V with the def2-TZVPD basis set

```
17
Properties=species:S:1:pos:R:3:forces:R:3
C 3.000053 -1.272380 -0.730777 -0.55 -0.29 0.60
C 1.851186 -0.701871 -0.349452 0.43 0.53 -0.31
C 0.855141 -1.370468 0.555234 0.50 -0.84 0.28
N 1.436995 0.594375 -0.735611 -0.09 -1.07 0.63
H 3.707668 -0.817013 -1.408486 -0.02 0.03 0.02
H 3.214951 -2.239778 -0.283282 0.23 0.14 -0.32
H 1.332404 -2.035614 1.285404 0.13 0.27 -0.14
H 0.279575 -0.645416 1.116762 -0.21 0.13 0.01
H 0.205473 -2.042353 -0.012553 -0.23 0.35 -0.09
H 0.433439 0.639458 -0.599382 0.29 0.40 -0.70
H 1.783968 0.883759 -1.634470 -0.21 0.15 -0.11
C -2.484953 -0.084323 0.985257 1.22 0.37 0.27
S -2.040103 1.392697 -0.003551 -1.36 1.21 -1.04
H -3.504103 0.102498 1.304434 -0.16 0.10 -0.32
H -2.400607 -0.951696 0.341638 -0.04 -0.18 0.24
H -1.907830 -0.167273 1.901208 0.19 -0.21 -0.08
H -0.777071 1.897879 -0.082904 -0.10 -1.09 1.07
```
Positions in Å, forces in eV/Å.

Net charge: 0
Highest occupied orbital energy: -8.2 eV
Largest force on an atom: 2.10 eV Å⁻¹
LUMO energy: 0.78 eV
SMILES: C=C(C)N.CS
Energy relative to the best compared isomer or geometry (same formula, charge and spin): 31.6 kcal per mole
Frontier orbital gap: 9.015 eV


Entry 5:
C2H6N2S | ωB97M-V with the def2-TZVPD basis set

```
11
Properties=species:S:1:pos:R:3:forces:R:3
C -1.801986 1.081237 -1.444894 -0.60 -1.75 -3.85
N -0.705300 0.448704 -0.654349 -2.06 4.14 -4.33
C -0.845103 -0.611916 -0.048474 0.21 0.55 0.62
N 0.163202 -0.787336 0.801421 1.27 -1.67 -1.88
S 1.670543 -0.170713 0.681089 -0.11 2.61 0.03
H -2.632269 0.225795 -1.878696 1.81 2.51 1.70
H -1.596047 1.707579 -2.546081 0.48 -2.13 3.10
H -2.156893 1.911112 -0.859168 -0.85 -0.14 0.42
H -1.640770 -1.310705 0.031619 -1.08 -0.49 -0.21
H 0.015678 -1.288252 1.548649 -0.99 -3.54 4.65
H 0.958841 1.040368 0.736951 1.91 -0.09 -0.24
```
Positions in Å, forces in eV/Å.

Net charge: 0
Highest occupied orbital energy: -8.5 eV
Largest force on an atom: 6.33 eV Å⁻¹
LUMO energy: 0.93 eV
SMILES: C/N=C/NS
Energy relative to the best compared isomer or geometry (same formula, charge and spin): 77.5 kcal per mole
Frontier orbital gap: 9.475 eV


Entry 6:
C25H29AlBr3ClF27N4OP | ωB97M-V with the def2-TZVPD basis set

```
92
Properties=species:S:1:pos:R:3:forces:R:3
C -2.214547 -1.129289 5.194831 0.46 -1.43 -1.18
C -3.116713 -1.876113 3.999199 0.35 0.44 1.05
C -3.536684 -0.780941 2.800135 -0.44 -1.13 2.00
Br -5.286324 -1.445957 1.981927 1.36 0.54 0.05
C -2.300426 -0.555557 1.783543 2.38 0.58 2.71
N -2.355910 -1.401224 0.528091 -1.12 -0.95 -1.11
C -2.293674 -2.914587 0.814261 1.03 -2.27 1.11
C -2.406459 -3.887237 -0.476538 0.27 -0.89 -0.04
C -3.785706 -3.839612 -1.342762 -0.45 -1.00 -0.12
F -5.008052 -3.464890 -0.605749 3.16 -0.15 -1.47
Br -4.107500 -5.768157 -1.938224 0.76 1.16 0.86
C -3.738403 -2.976030 -2.732324 -0.61 0.72 -2.20
F -4.092098 -1.537071 -2.589164 1.56 -3.49 0.28
F -2.454025 -3.044411 -3.473552 -3.26 0.45 2.83
Br -5.131275 -3.736284 -4.014819 1.23 1.59 0.83
C -1.285722 -1.181075 -0.504170 2.76 -0.21 -2.59
C -0.598099 0.263440 -0.614741 0.85 0.57 -1.17
C -0.318073 1.082662 0.775283 -0.93 -0.74 -1.14
C 0.249993 2.582474 0.453693 0.33 1.61 2.23
C 0.844808 2.962478 -0.980437 -0.04 1.48 -1.58
C 2.369656 3.613383 -1.053032 -0.31 2.08 -0.09
F 2.946941 4.040913 0.230339 -1.47 -1.67 -3.62
F 2.268011 4.907742 -1.839994 0.31 -3.59 2.36
C 3.418881 2.711626 -1.996245 -1.85 0.25 -2.64
F 3.184494 1.254145 -1.928068 1.13 4.55 0.23
F 2.986420 3.076238 -3.404648 1.33 -1.33 4.23
C 4.973874 3.171627 -1.917071 2.16 1.81 -2.59
F 5.579178 2.824189 -3.259722 -1.77 0.77 4.44
F 5.178430 4.668473 -1.827050 -1.29 -5.10 -0.05
C 5.936423 2.528182 -0.788057 2.50 2.05 2.20
F 7.280811 3.187372 -1.021368 -4.11 -2.48 0.55
F 5.609101 2.932669 0.632257 0.63 -1.28 -4.93
C 6.107835 0.909362 -0.744546 -2.23 -2.38 0.97
F 5.906715 0.192992 -2.020350 0.82 2.61 3.93
F 5.010946 0.417290 0.175817 3.15 1.74 -3.09
C 7.488633 0.357548 -0.026090 -0.43 -1.87 3.36
F 7.999493 1.275438 1.060679 -1.64 -2.88 -4.27
F 7.073593 -0.881183 0.739866 1.42 3.87 -2.62
C 8.651424 -0.167298 -1.048255 2.44 -2.56 1.19
F 9.811937 -0.554349 -0.156489 -3.74 1.44 -2.89
F 8.306679 -1.459568 -1.753256 0.76 4.94 2.29
C 9.259163 0.947676 -2.079882 3.26 0.56 -2.67
F 10.367374 0.241989 -2.829398 -3.91 2.44 2.53
F 9.970572 2.060715 -1.346333 -3.20 -3.91 -2.67
F 8.327450 1.430056 -3.122839 3.14 -1.46 4.17
C 0.900828 0.338340 1.542988 4.00 -0.54 0.38
F 1.247030 0.830476 2.897322 -1.52 -1.65 -4.24
F 0.951969 -1.126957 1.602356 -0.82 4.14 0.05
F 2.146052 0.631343 0.722435 -3.67 -0.78 2.39
C -1.818494 1.039630 1.520112 -1.27 0.01 -1.74
C -3.064305 1.552623 0.603975 -1.31 0.28 -0.17
C -3.176584 3.067665 0.073739 -2.70 1.21 -1.77
N -2.404437 3.313823 -1.241549 -1.60 0.10 0.78
N -3.029461 4.185220 1.077444 0.71 0.57 -1.13
N -4.648371 3.205339 -0.399322 0.31 -1.00 1.33
P -1.785938 1.822212 3.307178 -1.66 0.40 1.76
O -3.361111 2.597251 3.637506 2.54 -0.15 -0.52
Cl -0.484224 3.447109 3.566800 -0.66 -0.39 -0.71
H -2.827757 -0.341432 5.804919 1.36 -1.51 -1.26
H -1.798889 -2.025004 5.860366 -1.08 2.13 -1.16
H -1.277228 -0.693608 4.632576 -1.86 -0.46 1.54
H -2.434629 -2.740850 3.607404 -1.46 1.60 0.49
H -4.058769 -2.338478 4.532808 1.74 1.00 -1.47
H -3.955180 0.118102 3.401124 1.27 -1.06 -1.48
H -1.384781 -0.996590 2.414446 -1.91 0.68 -1.53
H -3.256788 -1.284427 -0.029667 0.75 0.25 1.34
H -1.219092 -3.087023 1.305524 -2.33 0.41 -1.12
H -3.067981 -3.282512 1.601561 1.12 1.23 -1.62
H -1.490088 -3.835575 -1.240838 -2.16 0.16 1.67
H -2.339236 -5.003281 -0.049379 -0.26 2.67 -0.75
H -0.403303 -1.978018 -0.384122 -2.17 1.79 0.18
H -1.743155 -1.425620 -1.580660 0.84 0.58 2.53
H -1.225377 0.915191 -1.394194 1.41 -1.11 2.14
H 0.465685 0.127913 -1.140147 -2.39 -0.02 1.13
H -0.564181 3.413152 0.735186 1.57 -2.28 -0.84
H 1.059468 2.811545 1.306190 -1.60 -0.59 -2.12
H 0.831115 2.174418 -1.843390 0.00 1.20 1.95
H 0.152650 3.839569 -1.417326 1.72 -2.00 1.05
H -4.050571 1.415962 1.268495 2.29 0.24 -1.24
H -3.292830 0.869664 -0.351003 0.75 1.47 2.02
H -2.864612 2.646225 -1.929861 0.71 1.05 1.07
H -2.773190 4.263028 -1.548257 0.77 -1.45 0.32
H -3.944363 4.716887 1.154886 1.56 -1.21 -0.16
H -2.360582 4.892249 0.689706 -0.56 -0.90 0.59
H -5.268791 3.027057 0.435638 0.65 0.53 -1.31
H -4.815137 4.161486 -0.781094 0.22 -1.05 0.66
H -3.212888 3.497231 4.051083 -0.06 -1.37 -0.85
F -2.989797 -10.542214 -4.257819 -1.62 0.89 1.43
Al -4.286364 -9.960257 -3.151545 -0.03 -0.94 -0.12
F -3.930516 -10.503186 -1.471598 -0.42 0.87 -2.04
F -5.871429 -10.634419 -3.677336 2.01 1.01 0.69
F -4.353513 -8.161108 -3.199409 0.08 -1.52 0.24
```
Positions in Å, forces in eV/Å.

Net charge: 0
Highest occupied orbital energy: -10.0 eV
Largest force on an atom: 5.71 eV Å⁻¹
LUMO energy: -1.46 eV
Frontier orbital gap: 8.576 eV


Entry 7:
C4H13NO2 | ωB97M-V with the def2-TZVPD basis set

```
20
Properties=species:S:1:pos:R:3:forces:R:3
C 1.251166 0.589779 0.295757 0.27 0.14 -0.14
C -0.023906 1.025768 0.964381 0.96 -0.31 -1.22
C 0.105865 1.842152 2.217723 -1.70 -1.14 0.25
C -1.188722 0.831280 0.340446 -0.33 1.76 1.14
N -1.398119 0.631157 -1.038158 0.31 -1.02 0.35
H 1.847102 1.442854 -0.031923 0.08 0.14 -0.02
H 1.074061 -0.032904 -0.574504 -0.19 -0.05 -0.18
H 1.901834 0.003044 0.943889 -0.07 0.05 0.31
H 0.486973 1.217638 3.020544 0.70 0.36 0.21
H -0.913525 2.074081 2.526806 -0.14 0.18 0.18
H 0.579861 2.807838 2.086712 0.58 -0.15 -0.07
H -2.033931 1.176009 0.935454 -0.40 -0.21 -0.35
H -2.372205 0.641689 -1.285048 0.00 0.24 -0.18
H -0.834368 1.273937 -1.569004 -0.17 -0.05 -0.36
O -1.248330 -2.495130 -0.974996 -0.36 0.42 0.24
H -1.714988 -2.330831 -0.139613 0.30 -0.31 -0.20
H -1.334916 -1.624867 -1.397373 0.25 -0.05 -0.01
O 2.337019 -2.925332 -2.224102 -0.90 -0.10 0.28
H 1.839996 -3.751750 -2.290004 0.43 -0.20 -0.21
H 1.639133 -2.396411 -1.806989 0.38 0.29 -0.02
```
Positions in Å, forces in eV/Å.

Net charge: 0
Highest occupied orbital energy: -8.4 eV
Largest force on an atom: 2.12 eV Å⁻¹
LUMO energy: 0.62 eV
SMILES: CC(C)=CN.O.O
Energy relative to the best compared isomer or geometry (same formula, charge and spin): 23.0 kcal per mole
Frontier orbital gap: 9.064 eV